Computed, not measured: C6H10O in the gas phase at a distorted geometry, with ωB97M-V/def2-TZVPD.

Calculated values
Total charge: 0
LUMO energy in Eh: 0.03443
Energy relative to the best compared isomer or geometry (same formula, charge and spin) in kcal/mol: 48.2
Total energy in hartree: -309.76557
HOMO-LUMO gap in eV: 10.50
SMILES: C[C@H]1C[C@@]2(O)C[C@@H]12

Each line ends with the Löwdin charge.
CARTESIAN COORDINATES (ANGSTROEM)
C  1.856  0.600  -0.056  -0.079
C  0.987  -0.638  0.039  -0.303
C  -0.128  -0.715  1.147  -0.033
C  -1.194  -0.399  0.071  -0.514
O  -2.459  -0.944  0.004  0.041
C  -0.891  0.928  -0.494  -0.034
C  -0.127  -0.397  -0.956  -0.120
H  2.135  0.748  -1.107  0.086
H  2.756  0.619  0.562  0.075
H  1.126  1.402  0.120  0.052
H  1.562  -1.567  -0.058  0.136
H  -0.037  -0.010  1.983  0.114
H  -0.265  -1.730  1.529  0.116
H  -3.051  -0.236  0.283  0.104
H  -1.484  1.327  -1.306  0.104
H  -0.658  1.712  0.241  0.108
H  -0.127  -0.699  -2.003  0.145

***

Computed, not measured: 5 unconnected molecules or ions with the total composition C16H42F3N3O6 at a distorted geometry, with ωB97M-V/def2-TZVPD.

Calculated values
Total charge: 0
LUMO energy in Eh: 0.02102
Energy relative to the best compared isomer or geometry (same formula, charge and spin) in kcal/mol: 27.9
Total energy in hartree: -1549.98364
HOMO-LUMO gap in eV: 8.53

Each line ends with the Löwdin charge.
CARTESIAN COORDINATES (ANGSTROEM)
O  1.016  0.275  -1.569  0.226
H  1.025  1.132  -1.137  0.026
H  1.718  -0.291  -1.238  0.069
H  0.154  -0.103  -1.378  0.070
C  -2.072  -1.327  -1.375  -0.392
O  -1.554  -0.570  -2.484  -0.147
O  -1.288  -0.867  -0.321  -0.229
C  -3.681  -1.284  -1.230  -0.589
F  -4.363  -1.867  -2.143  0.189
F  -4.092  -1.834  -0.043  0.102
F  -4.072  0.001  -1.204  0.119
C  -2.135  -0.626  -3.802  -0.260
C  -1.402  0.375  -4.621  -0.084
H  -0.323  0.267  -4.737  0.079
H  -1.772  0.509  -5.638  0.078
H  -1.640  1.353  -4.204  0.059
H  -3.173  -0.295  -3.842  0.114
H  -2.060  -1.643  -4.186  0.121
H  -1.917  -2.368  -1.661  0.136
C  0.887  3.750  -2.089  -0.040
C  0.148  3.427  -0.770  -0.371
C  -1.299  2.893  -0.944  -0.187
O  -2.085  3.875  -1.572  -0.196
C  -3.317  3.382  -2.074  -0.072
N  0.958  2.410  -0.120  0.024
H  1.933  3.952  -1.859  0.074
H  0.371  4.537  -2.640  0.078
H  0.929  2.952  -2.830  0.072
H  0.087  4.268  -0.079  0.141
H  -1.685  2.544  0.013  0.123
H  -1.316  2.066  -1.654  0.108
H  -3.841  2.921  -1.236  0.092
H  -2.988  2.669  -2.830  0.070
H  -3.861  4.149  -2.625  0.091
H  1.664  2.952  0.357  0.105
H  0.452  1.980  0.641  0.056
C  -2.945  1.073  2.897  -0.045
C  -1.605  0.335  3.260  -0.415
C  -1.714  -1.190  3.415  -0.193
O  -0.478  -1.783  3.735  -0.226
C  -0.499  -2.908  4.584  -0.099
N  -0.754  0.606  2.151  0.032
H  -2.635  2.109  2.760  0.065
H  -3.639  1.129  3.736  0.065
H  -3.430  0.720  1.987  0.073
H  -1.193  0.810  4.150  0.133
H  -2.012  -1.585  2.443  0.127
H  -2.415  -1.559  4.164  0.121
H  0.533  -3.207  4.399  0.092
H  -1.300  -3.585  4.289  0.088
H  -0.675  -2.632  5.623  0.084
H  -1.150  0.259  1.289  0.023
H  -0.250  -0.263  2.264  0.047
C  3.124  -0.202  1.586  -0.052
C  3.639  -1.043  0.472  -0.406
C  4.603  -2.129  1.009  -0.195
O  5.130  -2.835  -0.095  -0.208
C  5.922  -3.948  0.255  -0.100
N  2.532  -1.644  -0.301  0.048
H  2.433  0.539  1.185  0.060
H  3.991  0.184  2.123  0.090
H  2.483  -0.731  2.292  0.085
H  4.077  -0.429  -0.315  0.144
H  4.136  -2.816  1.714  0.131
H  5.457  -1.678  1.513  0.124
H  6.668  -3.557  0.947  0.083
H  6.437  -4.340  -0.621  0.092
H  5.332  -4.702  0.777  0.088
H  1.902  -2.160  0.296  0.098
H  2.890  -2.405  -0.859  0.088

***

Computed, not measured: 14 unconnected molecules or ions with the total composition C42H96O30S8 at a distorted geometry, with ωB97M-V/def2-TZVPD.

Calculated values
Total charge: 0
LUMO energy in Eh: -0.00178
Total energy in hartree: -7100.23301
HOMO-LUMO gap in eV: 9.74

Each line ends with the Löwdin charge.
CARTESIAN COORDINATES (ANGSTROEM)
C  -0.856  -3.024  -5.888  -0.182
C  0.491  -3.666  -6.446  -0.167
C  1.789  -2.889  -6.046  -0.199
S  1.235  -1.244  -5.382  0.732
O  1.117  -0.243  -6.472  -0.340
O  1.910  -0.830  -4.169  -0.330
C  -0.504  -1.817  -5.011  -0.206
H  -1.331  -3.829  -5.327  0.095
H  -1.637  -2.841  -6.625  0.107
H  0.524  -3.697  -7.535  0.105
H  0.606  -4.682  -6.070  0.102
H  2.632  -2.709  -6.713  0.104
H  2.327  -3.450  -5.283  0.062
H  -1.221  -0.998  -5.048  0.086
H  -0.497  -2.086  -3.954  0.079
C  3.698  -3.248  2.893  -0.194
C  2.732  -3.981  1.904  -0.218
C  1.443  -4.222  2.697  -0.180
S  2.022  -4.704  4.429  0.733
O  2.106  -6.201  4.566  -0.360
O  1.206  -3.930  5.343  -0.356
C  3.666  -4.029  4.232  -0.223
H  3.295  -2.236  2.929  0.080
H  4.763  -3.135  2.690  0.112
H  3.102  -4.975  1.654  0.112
H  2.676  -3.455  0.950  0.070
H  0.599  -4.842  2.397  0.099
H  1.051  -3.214  2.837  0.074
H  4.253  -4.933  4.068  0.102
H  3.986  -3.424  5.080  0.099
C  -2.471  2.714  2.936  -0.172
C  -2.969  2.114  1.560  -0.199
C  -4.487  2.476  1.405  -0.221
S  -5.161  2.356  3.083  0.710
O  -5.550  0.948  3.383  -0.366
O  -6.075  3.450  3.317  -0.335
C  -3.614  2.631  4.051  -0.177
H  -2.171  3.753  2.804  0.100
H  -1.592  2.201  3.327  0.088
H  -2.938  1.024  1.576  0.098
H  -2.507  2.627  0.717  0.095
H  -5.062  1.959  0.636  0.080
H  -4.427  3.517  1.086  0.105
H  -3.375  1.755  4.654  0.076
H  -3.830  3.491  4.686  0.093
C  -2.231  -1.585  5.906  -0.235
C  -3.715  -1.679  5.609  -0.199
C  -3.864  -2.831  4.600  -0.177
S  -2.415  -2.726  3.469  0.732
O  -2.863  -2.087  2.245  -0.345
O  -1.740  -4.008  3.401  -0.296
C  -1.548  -1.513  4.541  -0.204
H  -1.917  -2.476  6.449  0.118
H  -1.888  -0.830  6.614  0.119
H  -4.024  -0.735  5.159  0.095
H  -4.176  -1.600  6.594  0.122
H  -4.727  -2.744  3.939  0.089
H  -3.946  -3.873  4.909  0.105
H  -1.847  -0.504  4.259  0.085
H  -0.471  -1.590  4.391  0.085
C  0.731  1.790  -1.006  -0.218
C  -0.568  1.074  -1.289  -0.198
C  -0.387  -0.376  -0.797  -0.158
S  0.502  -0.198  0.815  0.704
O  1.536  -1.180  1.013  -0.324
O  -0.437  -0.066  1.916  -0.337
C  1.305  1.467  0.370  -0.168
H  0.888  2.860  -1.146  0.113
H  1.479  1.323  -1.646  0.104
H  -0.846  1.089  -2.343  0.105
H  -1.367  1.614  -0.781  0.080
H  0.367  -0.942  -1.345  0.081
H  -1.195  -1.072  -0.572  0.087
H  2.361  1.385  0.624  0.093
H  0.872  2.138  1.111  0.083
C  2.606  0.754  4.247  -0.258
C  2.263  -0.349  5.213  -0.185
C  3.370  -0.400  6.385  -0.167
S  4.769  0.632  5.769  0.735
O  5.952  -0.182  5.731  -0.345
O  4.718  2.029  6.331  -0.354
C  4.074  0.678  4.039  -0.214
H  2.409  1.713  4.726  0.117
H  1.914  0.729  3.406  0.102
H  2.144  -1.324  4.741  0.084
H  1.311  -0.012  5.623  0.107
H  3.664  -1.400  6.704  0.087
H  3.007  0.018  7.323  0.090
H  4.344  -0.260  3.553  0.089
H  4.569  1.517  3.551  0.100
C  0.176  5.021  -4.583  -0.197
C  -0.083  3.504  -4.615  -0.214
C  0.942  2.770  -5.454  -0.207
S  1.860  4.024  -6.476  0.687
O  1.717  3.657  -7.849  -0.324
O  3.181  4.230  -5.915  -0.340
C  0.775  5.453  -5.945  -0.190
H  0.815  5.258  -3.732  0.083
H  -0.754  5.586  -4.523  0.112
H  -1.137  3.376  -4.861  0.113
H  -0.019  3.003  -3.649  0.087
H  0.397  2.167  -6.180  0.081
H  1.635  2.104  -4.941  0.095
H  -0.007  5.406  -6.704  0.094
H  1.340  6.371  -6.107  0.100
C  -5.534  -0.967  -3.910  -0.183
C  -4.055  -1.276  -4.325  -0.146
O  -3.333  -0.483  -3.397  -0.239
S  -4.219  0.864  -2.884  0.819
O  -4.237  1.914  -3.932  -0.249
O  -3.840  1.341  -1.502  -0.260
O  -5.566  -0.080  -2.866  -0.234
H  -6.128  -1.844  -3.654  0.148
H  -6.030  -0.479  -4.748  0.131
H  -3.833  -0.897  -5.323  0.126
H  -3.822  -2.331  -4.182  0.127
C  5.345  -1.664  -0.601  -0.203
C  4.452  -0.350  -0.372  -0.245
O  3.696  -0.071  -1.469  -0.036
O  4.448  -2.704  -0.637  -0.078
H  6.003  -1.798  0.258  0.112
H  6.057  -1.572  -1.420  0.120
H  5.108  0.467  -0.070  0.123
H  3.793  -0.504  0.483  0.085
H  3.087  -0.764  -1.733  0.062
H  4.890  -3.517  -0.381  0.110
C  2.068  5.000  2.283  -0.220
C  2.451  6.475  2.680  -0.171
O  1.396  7.274  2.091  -0.083
O  3.133  4.095  2.578  -0.086
H  1.927  4.774  1.226  0.097
H  1.131  4.695  2.751  0.112
H  3.399  6.666  2.176  0.109
H  2.659  6.696  3.727  0.125
H  0.923  7.783  2.753  0.095
H  3.942  4.492  2.245  0.080
C  -2.039  -4.462  -0.286  -0.191
C  -1.965  -3.929  -1.741  -0.218
O  -2.905  -4.626  -2.573  -0.072
O  -1.270  -3.652  0.616  -0.093
H  -1.657  -5.481  -0.235  0.120
H  -3.072  -4.527  0.057  0.122
H  -0.957  -3.933  -2.155  0.089
H  -2.102  -2.850  -1.806  0.095
H  -2.635  -5.518  -2.803  0.084
H  -1.826  -2.948  0.959  0.006
C  2.884  8.003  -1.384  -0.207
C  2.653  6.730  -2.141  -0.276
O  2.255  5.721  -1.275  -0.070
O  1.633  8.330  -0.703  -0.081
H  3.153  8.840  -2.029  0.117
H  3.690  7.896  -0.658  0.114
H  3.594  6.360  -2.549  0.129
H  1.918  6.942  -2.917  0.110
H  1.306  5.648  -1.149  0.083
H  1.599  7.936  0.172  0.029
C  -5.976  -1.925  0.487  -0.202
C  -7.010  -0.805  0.365  -0.225
O  -7.436  -0.690  -0.993  -0.059
O  -4.765  -1.658  -0.253  -0.076
H  -6.448  -2.848  0.153  0.120
H  -5.700  -1.989  1.540  0.103
H  -6.542  0.067  0.820  0.091
H  -7.891  -0.921  0.997  0.124
H  -6.682  -0.346  -1.477  0.024
H  -4.008  -1.367  0.260  0.052
C  2.007  -3.902  -2.584  -0.236
C  2.539  -5.243  -2.088  -0.181
O  1.686  -5.562  -0.954  -0.074
O  1.881  -2.897  -1.574  -0.084
H  1.046  -4.060  -3.073  0.105
H  2.699  -3.514  -3.332  0.098
H  3.571  -5.127  -1.757  0.101
H  2.547  -6.041  -2.831  0.122
H  1.391  -4.756  -0.524  0.049
H  2.746  -2.818  -1.165  0.023

***

Among the records above, which one has the highest total energy? C6H10O

***

What is the formula in the second record? C16H42F3N3O6

***

Which formula does entry 2 have? C16H42F3N3O6